No. 1
# C23H49BNO5

2 unconnected molecules or ions with the total composition C23H49BNO5 at a distorted geometry (ωB97M-V/def2-TZVPD, the Open Molecules 2025 dataset).

ORCA input file:
```
! wB97M-V def2-TZVPD RIJCOSX def2/J DEFGRID3
* xyz 1 1
C -0.753 -2.621 3.345
C -0.370 -4.044 2.915
C 0.891 -4.092 2.041
C 0.704 -3.975 0.520
C -0.380 -4.875 -0.100
C -1.698 -4.253 -0.594
C -1.626 -3.162 -1.682
C -1.756 -1.763 -0.993
C -0.570 -0.787 -0.914
C 0.337 -0.706 -2.155
C 1.443 -1.760 -2.229
C 2.593 -1.496 -1.248
C 3.306 -0.144 -1.413
C 3.458 0.604 -0.083
C 4.470 1.756 -0.107
C 3.829 3.161 -0.150
C 4.212 4.042 1.034
C 3.389 5.331 1.106
C 1.937 5.072 1.555
C 0.950 5.361 0.445
O -0.371 5.145 0.912
C -1.344 5.149 -0.107
B -3.112 -1.059 -1.442
O -4.309 -1.766 -1.376
O -3.172 0.255 -1.871
C -3.988 1.086 -1.078
N -2.096 -2.217 0.404
C -2.530 -3.523 0.432
O -3.421 -3.929 1.144
H -0.440 -1.883 2.603
H -1.830 -2.513 3.489
H -0.265 -2.359 4.286
H -0.140 -4.597 3.831
H -1.212 -4.571 2.465
H 1.464 -4.992 2.273
H 1.513 -3.248 2.360
H 0.528 -2.938 0.239
H 1.659 -4.251 0.066
H -0.591 -5.704 0.580
H 0.044 -5.334 -0.999
H -2.239 -5.088 -1.041
H -2.585 -3.289 -2.197
H -0.906 -3.277 -2.488
H -0.993 0.214 -0.781
H 0.041 -0.972 -0.029
H 0.817 0.275 -2.126
H -0.288 -0.692 -3.054
H 1.057 -2.762 -2.032
H 1.853 -1.794 -3.243
H 2.246 -1.618 -0.218
H 3.335 -2.284 -1.404
H 4.313 -0.306 -1.808
H 2.792 0.496 -2.135
H 2.469 0.984 0.200
H 3.736 -0.136 0.673
H 5.073 1.689 0.804
H 5.168 1.637 -0.939
H 2.742 3.024 -0.114
H 4.054 3.661 -1.095
H 4.017 3.455 1.941
H 5.286 4.248 1.024
H 3.384 5.783 0.108
H 3.882 6.005 1.806
H 1.835 4.013 1.818
H 1.672 5.647 2.443
H 1.069 6.397 0.100
H 1.143 4.704 -0.415
H -1.746 4.139 -0.246
H -2.158 5.822 0.175
H -0.938 5.510 -1.057
H -4.475 -2.163 -0.510
H -3.890 0.862 -0.009
H -3.714 2.130 -1.217
H -5.044 0.923 -1.352
H -2.639 -1.595 0.992
O -7.628 1.597 -0.416
H -8.367 1.485 0.218
H -7.889 2.137 -1.191
H -7.236 0.737 -0.691
*
```

HOMO: -11.4 eV
Kohn-Sham gap: 0.2183 Ha

No. 2
# C33H28IN3O2RuS3

A molecular structure, C33H28IN3O2RuS3 (ωB97M-V/def2-TZVPD, the Open Molecules 2025 dataset).

ORCA input file:
```
! wB97M-V def2-TZVPD RIJCOSX def2/J DEFGRID3
* xyz 2 1
Ru -0.521 -0.150 -0.174
C -1.990 -0.482 3.541
C -1.815 -0.884 2.123
N -0.530 -0.861 1.558
N 0.396 -1.472 2.224
C 1.553 -1.494 1.512
S 1.585 -0.838 -0.068
S 2.961 -2.248 2.140
C 2.564 -2.417 3.918
C 2.303 -1.118 4.628
C 1.153 -0.957 5.382
C 0.935 0.220 6.089
C 1.867 1.243 6.041
C 3.027 1.086 5.288
C 3.244 -0.089 4.588
C -2.826 -1.312 1.281
C -4.179 -1.398 1.787
C -5.099 -2.186 1.204
C -4.751 -2.969 0.053
C -3.524 -2.891 -0.518
C -2.542 -2.003 -0.004
O -1.460 -1.861 -0.655
H -1.088 -0.005 3.920
H -2.183 -1.364 4.158
H -2.838 0.192 3.648
H 3.476 -2.894 4.284
H 1.748 -3.126 4.033
H 0.434 -1.768 5.434
H 0.047 0.329 6.699
H 1.703 2.152 6.604
H 3.773 1.869 5.264
H 4.158 -0.207 4.017
H -4.437 -0.828 2.668
H -6.102 -2.248 1.600
H -5.501 -3.620 -0.377
H -3.259 -3.443 -1.409
O -0.959 0.503 -2.108
S -0.815 -0.426 -3.344
C 0.888 -0.906 -3.374
C 1.922 0.018 -3.488
C 3.228 -0.441 -3.462
C 3.488 -1.802 -3.337
C 2.448 -2.715 -3.230
C 1.135 -2.269 -3.243
C -0.930 0.704 -4.708
C -0.724 2.064 -4.541
C -0.807 2.887 -5.654
C -1.087 2.350 -6.903
C -1.300 0.985 -7.050
C -1.232 0.152 -5.946
H 1.709 1.071 -3.616
H 4.048 0.258 -3.558
H 4.512 -2.151 -3.334
H 2.656 -3.773 -3.143
H 0.311 -2.967 -3.156
H -0.518 2.467 -3.557
H -0.655 3.953 -5.548
H -1.149 3.002 -7.763
H -1.532 0.569 -8.021
H -1.413 -0.911 -6.049
I 2.924 4.026 2.499
C 1.335 3.545 1.258
C 0.564 4.526 0.652
C -0.477 4.138 -0.176
C -0.707 2.796 -0.387
N 0.039 1.842 0.195
C 1.036 2.214 1.014
H 0.770 5.574 0.824
H -1.104 4.872 -0.662
H -1.495 2.459 -1.049
H 1.605 1.426 1.484
*
```

HOMO (alpha / beta): -13.6 / -13.6 eV
Kohn-Sham gap (alpha / beta): 0.2134 / 0.2147 Ha

No. 3
# C6H7NO

A single C6H7NO molecule at a distorted geometry (ωB97M-V/def2-TZVPD, the Open Molecules 2025 dataset).

ORCA input file:
```
! wB97M-V def2-TZVPD RIJCOSX def2/J DEFGRID3
* xyz 0 1
C -1.296 1.099 -0.326
C 0.978 0.187 1.495
C -1.117 -0.304 -0.710
C 1.050 -0.876 0.383
C 0.410 -0.502 -0.933
C -0.880 2.347 -0.057
N -2.194 2.055 -0.204
O 0.209 0.239 2.414
H -1.326 -0.840 0.180
H -1.596 -0.739 -1.508
H 2.158 -1.060 0.335
H 0.656 -1.827 0.583
H 0.492 -1.259 -1.658
H 0.787 0.482 -1.366
H 1.670 0.998 1.372
*
```

HOMO: -9.3 eV
Kohn-Sham gap: 0.3626 Ha
Structure (SMILES): O=CCCCC1=C=N1

No. 4
# C4H6Cl2N3

A gas-phase ion, C4H6Cl2N3 (charge +1) at a distorted geometry (ωB97M-V/def2-TZVPD, the Open Molecules 2025 dataset).

ORCA input file:
```
! wB97M-V def2-TZVPD RIJCOSX def2/J DEFGRID3
* xyz 1 1
C -0.695 -0.931 -0.483
C 1.787 -0.568 0.064
C 1.727 0.770 0.589
C -2.423 0.528 -0.409
N -1.044 0.216 -0.185
N 0.753 -1.259 -0.366
N 1.759 0.911 1.778
Cl 3.293 -1.286 0.100
Cl 1.592 1.939 -0.769
H -1.380 -1.697 -0.914
H -2.890 0.248 0.657
H -2.505 1.623 -0.303
H -2.799 -0.003 -1.373
H 0.961 -2.301 -0.685
H 1.865 1.810 2.300
*
```

HOMO: -14.6 eV
Kohn-Sham gap: 0.3324 Ha
Structure (SMILES): [H]/N=C(Cl)/C(Cl)=[NH+]\C=N\C